Density functional theory data (ωB97M-V/def2-TZVPD) for a molecular structure, C39H28BrCo2O7PS in a non-equilibrium geometry.

Total charge = -2
Relative energy (zero: lowest compared OMol25 entry of this formula, charge and spin) = 0.000 eV
F_max = 4.0 eV/Å
HOMO = -0.0265 hartree
LUMO level = 4.0 eV
HOMO-LUMO gap = 4.71 eV

Atoms and positions in Å:
H 4.094 -2.554 6.939
H -3.976 5.260 -1.669
H -1.835 1.677 1.013
H -7.156 -1.876 -5.147
C 6.184 -0.431 -0.658
H -6.290 0.224 -1.502
H 0.286 4.720 0.340
O -1.224 -0.130 -0.967
H 4.197 -3.326 1.374
H 5.409 -0.875 3.195
C 5.001 0.961 1.455
H 4.510 1.518 2.255
H -8.247 1.733 -1.872
H -2.834 -1.104 -3.848
H 5.919 -1.644 5.493
C 2.046 1.744 3.124
C 6.785 0.727 -0.157
O 3.074 -0.492 -2.177
C 4.607 -1.253 3.827
C -2.206 4.653 -0.616
H 3.561 -5.394 0.143
O -4.832 -2.592 -4.385
C 2.365 -2.286 0.875
H -1.702 5.617 -0.718
C -0.112 3.702 0.274
C -4.101 3.218 -1.014
H -5.063 3.051 -1.489
C -3.470 2.181 -0.317
H 0.411 -1.565 0.379
C -6.906 0.120 -2.392
O 0.973 2.738 -3.135
O -5.180 -2.395 -1.917
C 0.775 2.668 0.249
H -3.944 1.206 -0.246
C 2.872 -4.547 0.177
C 1.106 -2.402 0.295
C 3.869 -2.191 5.935
C -0.053 0.104 2.244
C 1.140 2.107 -2.181
C 1.635 -4.624 -0.470
C -8.030 0.929 -2.582
Co 1.304 1.236 -0.652
C 0.732 -3.560 -0.386
C 3.234 -3.388 0.871
O 2.462 2.391 4.004
C -2.244 2.392 0.295
Br -3.805 1.167 -3.402
C 6.198 1.422 0.903
C 4.430 -0.228 0.988
C -3.680 -0.660 -3.312
C 2.432 0.157 -1.459
H 6.660 2.325 1.305
C -6.573 -0.822 -3.364
H 1.242 -1.819 3.782
H 4.630 -1.894 -0.360
O -1.050 -0.362 2.630
H 7.716 1.093 -0.598
H 6.610 -0.948 -1.520
C -1.527 3.580 0.022
C 2.552 -2.230 5.458
Co 1.444 0.828 1.782
C 2.034 2.219 0.679
H 1.744 -2.607 6.086
H -9.747 1.344 -3.835
C 3.295 -1.311 3.344
C -3.472 4.457 -1.136
H -0.253 -3.618 -0.848
H -9.228 -0.491 -5.457
H 2.924 2.817 0.840
C 5.037 -0.939 -0.048
C 2.265 -1.792 4.164
H 1.362 -5.519 -1.032
C -8.569 -0.308 -4.605
S -5.019 -1.750 -3.203
C 4.892 -1.689 5.124
P 2.811 -0.708 1.681
C -8.863 0.711 -3.690
C -0.224 0.413 -0.733
C -7.415 -1.085 -4.443